[1]
A structure of composition C6H10O. Source: OMol25; level of theory: ωB97M-V/def2-TZVPD.

Calculated values
HOMO-LUMO gap ... 9.192 eV
Total charge ... 0
Spin multiplicity ... 1
Strongest force on any atom ... 7.6 eV Å⁻¹
HOMO energy ... -8.4 eV
Energy ... -8421.02761 eV
Energy above the lowest of the compared OMol25 structures with the same formula, charge and spin ... 985.38 kJ/mol

Cartesian coordinates (Å):
1 C 0.76643 1.35285 -0.36774
2 C 0.75782 0.12274 0.42420
3 C -0.68582 -0.17149 1.16179
4 C -1.69044 -0.01964 -0.10692
5 C 0.27011 -1.12187 -0.43038
6 C 1.65289 -0.91525 -0.12437
7 H 1.16292 2.72198 -0.10236
8 H -0.33300 1.68796 -0.85746
9 H 1.24244 1.06069 -1.44463
10 H -0.71511 -1.40674 1.36762
11 H -0.85249 0.62466 2.05364
12 H -1.70704 1.24280 -0.20714
13 H -3.04855 -0.27769 -0.09969
14 H -0.21430 -1.98045 -0.06205
15 H 1.91432 -1.74577 0.44505
16 H 2.48050 -0.58700 -0.45891
17 O -1.00066 -0.58780 -1.19068

***

[2]
A cluster of 2 separate species, C7H10N2O in total. Source: OMol25; level of theory: ωB97M-V/def2-TZVPD.

Calculated values
HOMO-LUMO gap ... 9.936 eV
Total charge ... 0
Spin multiplicity ... 1
Strongest force on any atom ... 5.7 eV Å⁻¹
HOMO energy ... -9.3 eV
Energy ... -12443.30486 eV
Energy above the lowest of the compared OMol25 structures with the same formula, charge and spin ... 592.74 kJ/mol

Cartesian coordinates (Å):
1 C 0.66462 -1.10950 -1.85140
2 C 0.83738 -0.58688 -0.44529
3 N 1.55293 0.73081 -0.22828
4 C 0.67749 1.72110 -0.94592
5 C -0.40371 1.45859 0.08238
6 C 0.65896 0.94239 0.98756
7 C -0.30841 -0.05024 0.39649
8 C -1.41762 -0.76870 1.05620
9 N -1.60573 -0.73640 2.37194
10 H -0.37190 -1.31378 -2.14556
11 H 1.03231 -0.42992 -2.63260
12 H 1.22582 -2.04734 -1.95387
13 H 1.39156 -1.32686 0.15071
14 H 1.10361 2.72504 -0.82859
15 H 0.50290 1.51951 -2.01032
16 H -1.29086 2.03862 0.33446
17 H 0.97182 1.14046 2.01091
18 O -1.58741 -2.01684 0.75335
19 H -1.75384 0.19727 2.73997
20 H -1.87991 -2.08734 2.15787

***

[3]
A cluster of 13 separate species, H26O13 in total. Source: OMol25; level of theory: ωB97M-V/def2-TZVPD.

Calculated values
HOMO-LUMO gap ... 9.399 eV
Total charge ... 0
Spin multiplicity ... 1
Strongest force on any atom ... 0.9 eV Å⁻¹
HOMO energy ... -10.0 eV
Energy ... -27040.96531 eV
Energy above the lowest of the compared OMol25 structures with the same formula, charge and spin ... 94.73 kJ/mol

Cartesian coordinates (Å):
1 O -1.31737 -1.49232 2.41182
2 H -1.44324 -1.01474 1.57569
3 H -2.10683 -2.03898 2.50229
4 O -0.50111 -0.58336 -2.93238
5 H 0.11071 -0.03330 -3.43432
6 H -1.27024 -0.69260 -3.51056
7 O -3.27403 2.31659 1.41881
8 H -3.14153 2.78818 2.24730
9 H -2.44871 2.46999 0.93195
10 O -0.73385 2.84126 0.02301
11 H 0.23885 2.86486 0.05905
12 H -0.94612 2.99020 -0.90535
13 O 1.81515 1.72935 1.40727
14 H 1.90051 0.77217 1.21176
15 H 2.35007 1.85940 2.19684
16 O -3.18626 -2.11898 -0.21027
17 H -3.68256 -1.49070 -0.74571
18 H -2.32803 -1.69063 -0.06846
19 O 2.44264 -2.61675 -0.44178
20 H 3.05384 -3.27175 -0.80193
21 H 1.54210 -2.97366 -0.62776
22 O 1.65808 -1.09243 1.82679
23 H 2.06044 -1.73548 1.20563
24 H 0.70590 -1.29352 1.83628
25 O 2.42637 0.08464 -1.31703
26 H 2.78433 0.06051 -2.21303
27 H 2.40070 -0.85783 -1.02565
28 O 1.63938 2.79492 -1.80579
29 H 1.44625 2.69003 -2.74385
30 H 1.77126 1.87810 -1.46740
31 O -0.69439 2.21351 3.20085
32 H -0.48244 1.96799 4.10807
33 H -0.14241 1.63338 2.65634
34 O -0.69449 -0.09264 -0.01219
35 H -0.17244 -0.33508 -0.79067
36 H -0.44882 0.83497 0.17582
37 O -0.40280 -3.13554 -1.59128
38 H -0.49874 -2.34265 -2.15462
39 H -0.43015 -3.88711 -2.19557

***

[4]
An isolated molecule of C4H5NOS. Source: OMol25; level of theory: ωB97M-V/def2-TZVPD.

Calculated values
HOMO-LUMO gap (spin up / spin down) ... 6.998 / 6.999 eV
Total charge ... 0
Spin multiplicity ... 1
Strongest force on any atom ... 5.5 eV Å⁻¹
HOMO energy (spin up / spin down) ... -8.1 / -8.1 eV
Energy ... -18596.08938 eV
SMILES string ... C=[S@@]1(=O)C=CN=C1
Energy above the lowest of the compared OMol25 structures with the same formula, charge and spin ... 562.46 kJ/mol

Cartesian coordinates (Å):
1 C -0.47155 -1.71546 -0.53613
2 C -1.07579 -0.57028 -0.86872
3 C -0.03113 -0.80601 1.45840
4 C 0.31303 1.77211 0.15340
5 N 0.10203 -1.79143 0.71479
6 O -1.94935 1.32644 1.00684
7 S -0.79221 0.61788 0.60514
8 H -0.34269 -2.61154 -1.15340
9 H -1.66067 -0.21102 -1.63869
10 H 0.33243 -0.83941 2.42573
11 H 1.14200 1.17647 -0.42111
12 H -0.05493 2.56553 -0.39245